# 1
{"formula": "C7H7IN", "method": "wB97M-V/def2-TZVPD", "multiplicity": 3, "total_charge": 1, "e_lumo_ev": [-4.779, -8.097], "e_tot_ev": -16950.9061, "gap_ha": [0.27948, 0.22354], "elements": ["I", "N", "C", "C", "C", "C", "C", "C", "C", "H", "H", "H", "H", "H", "H", "H"], "positions_angstrom": [[4.5360, 0.4651, 0.0119], [0.6705, -1.7108, -0.0587], [1.4199, 0.7863, 0.0578], [-0.9777, 1.5754, 0.2657], [0.0174, 0.4945, 0.0951], [2.5383, -0.0162, 0.0291], [-1.6794, -1.5199, -0.2173], [-0.3887, -0.8263, -0.1146], [1.8184, -1.4813, -0.1176], [-2.3478, -0.9050, -0.9233], [-1.5176, -2.4686, -0.8516], [-0.4756, 2.5731, 0.2549], [-1.7762, 1.4602, -0.4660], [-1.3716, 1.5092, 1.3089], [-2.1206, -1.8202, 0.6681], [1.6547, 1.8845, 0.0578]], "lowdin_charge": [1.116, 0.116, -0.100, -0.007, -0.163, -0.641, 0.018, -0.171, 0.017, 0.130, 0.137, 0.108, 0.099, 0.129, 0.080, 0.131]}

# 2
{"formula": "C19H23AsBBrF4N2O3Pd", "method": "wB97M-V/def2-TZVPD", "multiplicity": 1, "total_charge": 0, "e_lumo_ev": -1.318, "relative_energy_kcal_mol": 0.0, "e_tot_ev": -175109.6292, "gap_ha": 0.25832, "elements": ["Pd", "Br", "As", "F", "F", "F", "F", "O", "O", "O", "N", "N", "C", "C", "C", "C", "C", "C", "C", "C", "C", "C", "C", "C", "C", "C", "C", "C", "C", "C", "C", "B", "H", "H", "H", "H", "H", "H", "H", "H", "H", "H", "H", "H", "H", "H", "H", "H", "H", "H", "H", "H", "H", "H", "H"], "positions_angstrom": [[1.2503, -0.1484, 0.6381], [-0.2358, 1.7390, 1.6161], [3.7557, 1.7153, 1.1501], [0.4240, -1.4907, 2.4077], [-1.5443, -2.3131, 3.2276], [0.2883, -3.7309, 2.9292], [0.3270, -2.1242, 4.6285], [1.9065, -1.7853, -0.3578], [2.9779, 0.3020, 1.6547], [3.1053, -0.4588, -2.1333], [-0.4115, -2.0112, -0.6930], [-0.5412, -0.7591, -0.1362], [-5.8898, -0.2767, -0.1953], [5.3047, 1.8892, 2.2409], [2.7955, 3.3590, 1.3565], [-5.2798, 0.6380, 2.3538], [4.3854, 1.7441, -0.6449], [-6.8530, -0.3122, 0.8036], [2.1052, -0.7505, -3.0066], [-4.2947, 0.6500, 1.3660], [-6.5451, 0.1469, 2.0798], [-2.9621, 1.2010, 1.6915], [0.9118, -2.1989, -1.2593], [-1.8209, 0.7554, 1.2045], [-1.6113, -0.4814, 0.4693], [0.0295, -1.7993, -3.6011], [1.1999, -0.4800, -5.2232], [1.0146, -1.5487, -2.6460], [2.1990, -0.2327, -4.2964], [0.1018, -1.2653, -4.8791], [-4.6163, 0.1989, 0.0837], [-0.1272, -2.4576, 3.3461], [-5.0381, 0.9936, 3.3510], [5.0801, 2.5808, -0.7280], [2.0507, 3.4626, 0.5730], [-7.8449, -0.6907, 0.5882], [-6.1335, -0.6069, -1.1985], [4.9916, 1.9705, 3.2766], [5.8894, 0.9836, 2.1198], [3.5542, 1.8664, -1.3293], [3.5295, 4.1587, 1.2707], [0.9828, -3.2782, -1.3915], [-2.4176, -1.2081, 0.4836], [-0.7617, -2.7528, -0.1093], [-7.2962, 0.1257, 2.8608], [-0.8142, -2.4249, -3.3242], [2.9197, -0.9868, -1.3301], [-3.8777, 0.2588, -0.7082], [-2.9329, 2.0386, 2.3830], [-0.6837, -1.4627, -5.6030], [2.3227, 3.3984, 2.3351], [1.2831, -0.0672, -6.2231], [4.8860, 0.8090, -0.8682], [3.0737, 0.3580, -4.5541], [5.8879, 2.7595, 1.9499]], "lowdin_charge": [0.838, 0.932, 0.997, -0.016, 0.060, 0.099, 0.104, -0.254, -0.569, -0.005, 0.039, -0.081, -0.070, -0.197, -0.239, -0.028, -0.203, -0.076, -0.267, -0.212, -0.070, -0.076, -0.375, -0.560, -0.156, -0.046, -0.093, -0.102, -0.021, -0.100, -0.043, -1.181, 0.120, 0.050, 0.020, 0.106, 0.108, 0.049, 0.050, 0.038, 0.046, 0.160, 0.152, 0.148, 0.108, 0.110, 0.036, 0.116, 0.116, 0.098, 0.035, 0.101, 0.048, 0.115, 0.045]}